1.
{"formula": "C12H24AgAs2F12O9", "method": "ωB97M-V/def2-TZVPD", "symbols": ["Ag", "As", "F", "F", "F", "F", "F", "F", "As", "F", "F", "F", "F", "F", "F", "C", "C", "O", "C", "O", "O", "C", "H", "H", "H", "H", "H", "H", "H", "H", "C", "C", "O", "C", "O", "O", "C", "H", "H", "H", "H", "H", "H", "H", "H", "C", "C", "O", "C", "O", "O", "C", "H", "H", "H", "H", "H", "H", "H", "H"], "positions_angstrom": [[-0.785, 0.423, 0.228], [-3.994, 1.038, -0.478], [-4.783, 1.645, -1.929], [-4.472, 2.423, 0.546], [-3.187, 0.233, 0.976], [-3.378, -0.366, -1.425], [-2.511, 1.939, -0.773], [-5.492, 0.147, -0.018], [-0.973, 2.175, 3.996], [-2.241, 0.957, 4.219], [-0.376, 1.256, 2.604], [0.261, 3.464, 3.719], [-1.581, 3.001, 5.482], [0.135, 1.257, 5.046], [-2.135, 3.109, 2.892], [2.698, -0.288, -0.304], [2.633, -0.657, -1.776], [1.846, -1.844, -1.992], [0.580, -1.724, -2.014], [-0.032, -0.686, -1.859], [-0.050, -2.896, -2.275], [-1.497, -2.990, -2.254], [3.065, -1.104, 0.319], [1.806, 0.176, 0.117], [3.327, 0.602, -0.306], [3.602, -0.913, -2.204], [2.188, 0.122, -2.395], [-1.875, -2.288, -2.998], [-1.865, -2.783, -1.250], [-1.723, -3.990, -2.622], [0.841, 3.233, -3.892], [-0.024, 3.934, -2.829], [0.721, 4.417, -1.663], [0.914, 3.587, -0.667], [0.649, 2.369, -0.574], [1.661, 4.317, 0.181], [2.362, 3.679, 1.264], [1.174, 2.247, -3.566], [1.695, 3.807, -4.251], [0.330, 3.072, -4.841], [-0.853, 3.326, -2.467], [-0.405, 4.845, -3.291], [2.584, 4.368, 2.079], [3.259, 3.190, 0.883], [1.736, 2.874, 1.650], [2.383, -5.325, 0.506], [1.568, -3.938, 0.416], [0.814, -3.821, 1.600], [-0.131, -2.929, 1.649], [-0.337, -2.032, 0.854], [-1.009, -3.273, 2.611], [-2.218, -2.542, 2.859], [2.668, -5.568, -0.518], [1.864, -6.142, 1.007], [3.248, -5.179, 1.153], [0.793, -4.045, -0.343], [2.096, -2.998, 0.256], [-2.036, -1.484, 3.050], [-2.793, -2.917, 3.705], [-2.747, -2.510, 1.906]], "multiplicity": 2, "lumo_energy_ev": [-1.47, -7.50], "s_squared": 0.753, "e_above_lowest_kj_mol": 0.00, "fmax_ha_per_bohr": 0.077, "gap_ev": [10.535, 4.472]}


2.
{"formula": "C20H30N2O5", "method": "ωB97M-V/def2-TZVPD", "symbols": ["C", "H", "O", "C", "C", "C", "C", "C", "C", "O", "C", "C", "H", "H", "C", "N", "C", "O", "C", "H", "H", "H", "C", "C", "H", "H", "H", "H", "H", "H", "H", "H", "C", "O", "N", "H", "C", "C", "O", "C", "C", "H", "H", "H", "C", "H", "H", "H", "H", "H", "H", "H", "H", "H", "H", "H", "H"], "positions_angstrom": [[-2.323, -4.403, 1.497], [-3.410, -4.461, 1.534], [-2.034, -3.371, 0.585], [-0.724, -3.047, 0.346], [0.344, -3.716, 0.932], [1.652, -3.379, 0.642], [1.933, -2.343, -0.239], [0.871, -1.663, -0.822], [-0.451, -1.991, -0.547], [-1.367, -1.261, -1.250], [-2.667, -1.005, -0.738], [-3.376, -0.148, -1.788], [-3.454, -0.703, -2.723], [-2.777, 0.746, -1.970], [-4.767, 0.246, -1.286], [-4.664, 0.947, -0.030], [-4.895, 2.267, 0.187], [-4.676, 2.782, 1.267], [-5.469, 3.060, -0.969], [-5.626, 4.079, -0.626], [-6.423, 2.646, -1.288], [-4.781, 3.074, -1.810], [-4.033, 0.158, 1.008], [-2.620, -0.243, 0.590], [-2.169, -0.863, 1.365], [-2.006, 0.652, 0.463], [-4.009, 0.764, 1.915], [-4.637, -0.739, 1.187], [-5.274, 0.857, -2.029], [-5.362, -0.662, -1.125], [-3.217, -1.944, -0.604], [1.027, -0.876, -1.543], [3.364, -2.028, -0.513], [4.252, -2.844, -0.344], [3.602, -0.778, -0.977], [2.877, -0.079, -0.942], [4.935, -0.262, -1.158], [5.249, 0.800, -0.102], [4.295, 1.829, -0.240], [4.247, 2.767, 0.822], [5.446, 3.717, 0.812], [5.326, 4.468, 1.588], [6.373, 3.179, 0.993], [5.512, 4.214, -0.154], [2.939, 3.536, 0.660], [2.942, 4.064, -0.290], [2.822, 4.253, 1.467], [2.098, 2.849, 0.672], [4.233, 2.218, 1.780], [5.183, 0.357, 0.904], [6.270, 1.177, -0.252], [5.629, -1.100, -1.070], [5.016, 0.188, -2.152], [2.471, -3.917, 1.092], [0.160, -4.528, 1.617], [-1.921, -5.363, 1.159], [-1.940, -4.176, 2.497]], "lumo_energy_ev": 0.61, "smiles": "COc1ccc(C(=O)NCCOC(C)C)cc1OC1CCN(C(C)=O)CC1", "e_above_lowest_kj_mol": 251.89, "fmax_ha_per_bohr": 0.013, "gap_ev": 8.987}


3.
{"formula": "C4H4O2", "method": "ωB97M-V/def2-TZVPD", "symbols": ["O", "C", "C", "O", "C", "C", "H", "H", "H", "H"], "positions_angstrom": [[-0.864, 1.695, 0.411], [-0.253, 0.519, 0.785], [-0.698, -0.587, -0.209], [-1.127, -0.247, -1.291], [1.125, 0.225, 0.303], [1.705, -0.563, -0.417], [-1.191, 1.474, -0.488], [-0.382, 0.317, 1.855], [-0.546, -1.620, 0.126], [2.232, -1.213, -1.075]], "lumo_energy_ev": 0.66, "smiles": "C#C[C@@H](O)C=O", "e_above_lowest_kj_mol": 278.72, "fmax_ha_per_bohr": 0.019, "gap_ev": 10.781}


4.
{"formula": "C50H104O13", "method": "ωB97M-V/def2-TZVPD", "symbols": ["C", "C", "C", "O", "C", "H", "H", "H", "H", "H", "H", "H", "H", "C", "C", "C", "O", "C", "H", "H", "H", "H", "H", "H", "H", "H", "C", "C", "C", "O", "C", "H", "H", "H", "H", "H", "H", "H", "H", "C", "C", "C", "O", "C", "H", "H", "H", "H", "H", "H", "H", "H", "C", "C", "C", "O", "C", "H", "H", "H", "H", "H", "H", "H", "H", "C", "C", "C", "O", "C", "H", "H", "H", "H", "H", "H", "H", "H", "C", "C", "C", "O", "C", "H", "H", "H", "H", "H", "H", "H", "H", "C", "C", "C", "O", "C", "H", "H", "H", "H", "H", "H", "H", "H", "C", "C", "C", "O", "C", "H", "H", "H", "H", "H", "H", "H", "H", "C", "C", "C", "O", "C", "H", "H", "H", "H", "H", "H", "H", "H", "C", "C", "C", "O", "C", "H", "H", "H", "H", "H", "H", "H", "H", "C", "C", "C", "O", "H", "H", "H", "H", "H", "H", "H", "H", "C", "C", "C", "O", "H", "H", "H", "H", "H", "H", "H", "H"], "positions_angstrom": [[-24.331, -24.480, -8.709], [-25.235, -24.570, -9.963], [-25.196, -23.218, -10.599], [-23.881, -22.812, -10.279], [-23.662, -23.154, -8.890], [-23.525, -25.214, -8.718], [-24.906, -24.484, -7.783], [-26.283, -24.780, -9.748], [-24.914, -25.323, -10.683], [-25.959, -22.541, -10.217], [-25.272, -23.203, -11.686], [-24.055, -22.397, -8.211], [-22.618, -23.362, -8.656], [-20.796, -32.215, -10.954], [-21.631, -31.770, -12.119], [-21.431, -30.314, -12.242], [-20.224, -29.926, -11.668], [-19.752, -31.094, -10.900], [-20.514, -33.263, -11.057], [-21.533, -32.251, -10.152], [-22.669, -32.102, -12.108], [-21.261, -32.249, -13.026], [-22.342, -29.942, -11.773], [-21.621, -29.845, -13.208], [-19.403, -30.912, -9.883], [-18.820, -31.403, -11.372], [-17.101, -20.666, -7.844], [-18.003, -21.907, -7.598], [-17.026, -23.031, -7.228], [-15.953, -22.745, -8.062], [-15.772, -21.323, -8.391], [-16.830, -20.299, -6.854], [-17.555, -19.819, -8.358], [-18.595, -22.161, -8.477], [-18.759, -21.700, -6.841], [-17.422, -24.017, -7.470], [-16.495, -23.132, -6.281], [-15.741, -21.269, -9.479], [-14.886, -20.992, -7.848], [-22.891, -23.086, -14.434], [-21.814, -22.639, -13.493], [-21.075, -23.932, -13.319], [-21.534, -24.832, -14.258], [-22.223, -24.190, -15.242], [-23.316, -22.244, -14.981], [-23.688, -23.660, -13.961], [-22.289, -22.173, -12.630], [-21.266, -21.855, -14.015], [-21.408, -24.228, -12.324], [-20.014, -23.773, -13.509], [-22.929, -24.818, -15.784], [-21.620, -23.841, -16.081], [-23.202, -30.946, -8.036], [-22.905, -29.523, -8.573], [-22.496, -28.826, -7.224], [-22.885, -29.698, -6.137], [-23.778, -30.726, -6.648], [-22.224, -31.405, -7.899], [-23.885, -31.575, -8.608], [-23.913, -29.307, -8.929], [-22.155, -29.514, -9.364], [-22.959, -27.842, -7.145], [-21.429, -28.615, -7.157], [-24.778, -30.326, -6.818], [-23.804, -31.713, -6.187], [-16.972, -23.514, -12.488], [-17.274, -22.436, -11.470], [-18.232, -21.466, -12.123], [-18.124, -21.769, -13.556], [-17.066, -22.741, -13.729], [-17.858, -24.112, -12.277], [-16.001, -23.951, -12.253], [-16.376, -21.849, -11.274], [-17.642, -22.793, -10.508], [-17.937, -20.457, -11.834], [-19.259, -21.626, -11.796], [-16.250, -22.031, -13.866], [-17.113, -23.333, -14.643], [-18.910, -25.664, -9.458], [-19.856, -26.417, -10.435], [-21.115, -26.374, -9.528], [-20.691, -26.535, -8.217], [-19.299, -26.428, -8.235], [-19.209, -24.624, -9.336], [-17.827, -25.719, -9.573], [-19.453, -27.389, -10.720], [-20.058, -25.894, -11.370], [-21.719, -27.212, -9.878], [-21.517, -25.387, -9.757], [-18.870, -27.418, -8.083], [-19.015, -25.819, -7.377], [-25.153, -27.519, -14.332], [-23.605, -27.625, -14.214], [-23.515, -27.127, -12.776], [-24.467, -25.992, -12.803], [-25.549, -26.097, -13.703], [-25.681, -28.141, -13.609], [-25.398, -27.495, -15.394], [-23.024, -26.949, -14.842], [-23.135, -28.605, -14.294], [-22.502, -26.750, -12.636], [-23.780, -27.961, -12.126], [-25.432, -25.376, -14.512], [-26.546, -26.078, -13.262], [-16.694, -27.108, -14.441], [-18.183, -27.176, -14.140], [-18.776, -26.297, -15.197], [-17.905, -26.499, -16.303], [-16.574, -26.611, -15.869], [-16.326, -28.108, -14.209], [-16.194, -26.367, -13.817], [-18.428, -26.882, -13.119], [-18.622, -28.173, -14.171], [-18.883, -25.266, -14.860], [-19.765, -26.688, -15.437], [-16.232, -25.576, -15.829], [-16.051, -27.236, -16.594], [-19.847, -26.193, -2.844], [-20.090, -26.957, -4.073], [-21.714, -27.103, -4.075], [-22.095, -26.485, -2.851], [-21.014, -26.570, -1.966], [-19.778, -25.125, -3.046], [-18.904, -26.383, -2.332], [-19.637, -27.928, -3.874], [-19.926, -26.572, -5.080], [-21.950, -28.165, -4.015], [-22.238, -26.666, -4.924], [-20.815, -27.485, -1.409], [-21.064, -25.859, -1.142], [-22.762, -22.806, -4.556], [-22.078, -23.982, -5.231], [-20.945, -23.352, -6.001], [-21.500, -22.129, -6.443], [-22.610, -21.695, -5.608], [-22.180, -22.607, -3.657], [-23.772, -23.145, -4.327], [-22.831, -24.414, -5.890], [-21.714, -24.727, -4.524], [-20.618, -23.889, -6.892], [-20.087, -23.062, -5.395], [-23.373, -21.850, -6.370], [-22.654, -20.643, -5.329], [-16.645, -28.772, -10.482], [-15.884, -29.480, -9.351], [-14.328, -29.696, -9.591], [-16.000, -28.719, -8.170], [-17.718, -28.619, -10.361], [-16.524, -29.445, -11.331], [-16.097, -27.852, -10.684], [-16.290, -30.482, -9.210], [-13.884, -29.939, -8.626], [-13.766, -28.879, -10.044], [-14.183, -30.546, -10.258], [-15.821, -27.784, -8.293], [-13.633, -25.080, -10.533], [-13.823, -25.543, -9.070], [-12.963, -24.718, -8.099], [-15.177, -25.435, -8.737], [-13.654, -23.998, -10.668], [-14.304, -25.619, -11.201], [-12.613, -25.310, -10.842], [-13.529, -26.586, -8.951], [-13.257, -25.032, -7.098], [-13.054, -23.632, -8.074], [-11.909, -24.987, -8.171], [-15.406, -24.515, -8.588]], "multiplicity": 2, "lumo_energy_ev": [-2.64, -8.93], "s_squared": 0.755, "fmax_ha_per_bohr": 0.079, "total_charge": 1, "gap_ev": [8.121, 1.823]}